P) {
  "formula": "C2H11NO3",
  "method": "the ωB97M-V functional and the def2-TZVPD basis",
  "symbols": ["N", "C", "C", "O", "H", "H", "H", "H", "H", "H", "H", "O", "H", "H", "O", "H", "H"],
  "xyz": [[1.933, -0.325, -1.345], [0.471, -0.302, -1.373], [-0.130, -1.482, -0.579], [-1.549, -1.545, -0.704], [2.301, -0.330, -0.402], [2.319, 0.504, -1.761], [0.011, 0.635, -0.957], [0.210, -0.416, -2.445], [0.252, -2.437, -1.063], [0.190, -1.367, 0.536], [-1.903, -0.792, -0.088], [-2.090, 0.534, 1.159], [-1.241, 0.966, 1.531], [-2.692, 0.517, 1.854], [0.353, 1.709, 2.024], [0.547, 2.652, 2.282], [1.018, 1.478, 1.329]],
  "lumo_energy_ev": 0.1387,
  "smiles": "NCCO.O.O",
  "orbital_gap_ha": 0.3497
}



Q) {
  "formula": "C2H11NO3",
  "method": "the ωB97M-V functional and the def2-TZVPD basis",
  "symbols": ["C", "C", "N", "H", "H", "H", "H", "H", "H", "H", "O", "H", "H", "O", "H", "H", "O"],
  "xyz": [[-1.485, -0.022, -0.082], [-0.723, 0.138, 1.039], [-0.337, 2.194, -1.922], [-2.566, 0.031, -0.009], [-0.979, -0.013, -1.093], [0.272, 0.597, 0.851], [-0.824, 2.553, -2.727], [0.061, 2.948, -1.352], [0.210, 1.283, -1.921], [-0.816, -0.402, 2.008], [0.745, 0.043, -1.604], [0.418, -2.289, 0.259], [1.466, -0.510, -1.989], [0.444, -2.734, 1.106], [1.850, -1.003, 3.303], [0.857, -1.957, 1.662], [1.407, -0.854, 2.469]],
  "lumo_energy_ev": -5.1611,
  "orbital_gap_ha": 0.1384
}



Most stable: P)



P) {
  "formula": "CH8N2S2",
  "method": "the ωB97M-V functional and the def2-TZVPD basis",
  "symbols": ["N", "C", "N", "H", "H", "H", "H", "H", "H", "S", "S", "H", "H"],
  "xyz": [[0.366, -0.574, 2.235], [0.808, 0.741, 1.783], [0.163, 1.214, 0.568], [-0.595, -0.847, 2.116], [0.967, -1.343, 1.992], [1.885, 0.659, 1.850], [0.459, 1.509, 2.482], [-0.683, 1.696, 0.819], [0.079, 0.446, -0.082], [0.183, -1.021, -2.949], [-1.554, 0.079, -3.447], [0.347, -1.638, -4.134], [-2.425, -0.922, -3.231]],
  "lumo_energy_ev": 0.0912,
  "smiles": "NCN.SS",
  "orbital_gap_ha": 0.3193
}



Q) {
  "formula": "CH8N2S2",
  "method": "the ωB97M-V functional and the def2-TZVPD basis",
  "symbols": ["N", "C", "N", "H", "H", "H", "H", "H", "H", "S", "S", "H", "H"],
  "xyz": [[0.329, -0.807, 0.691], [1.393, 0.143, 0.406], [1.468, 0.377, -1.042], [-0.259, -0.551, 1.461], [0.734, -1.700, 0.946], [2.393, -0.103, 0.771], [1.156, 1.137, 0.820], [1.548, 1.353, -1.261], [0.695, -0.047, -1.528], [-2.489, 1.183, 0.045], [-3.311, -0.422, -0.946], [-1.562, 0.427, 0.635], [-2.096, -0.990, -0.999]],
  "lumo_energy_ev": 0.3858,
  "smiles": "NCN.SS",
  "orbital_gap_ha": 0.3261
}



Most stable: P)



P) {
  "formula": "C21H27N3O2",
  "method": "the ωB97M-V functional and the def2-TZVPD basis",
  "symbols": ["C", "O", "C", "C", "C", "C", "C", "N", "C", "C", "N", "C", "C", "O", "N", "C", "C", "C", "C", "C", "C", "C", "C", "C", "C", "C", "H", "H", "H", "H", "H", "H", "H", "H", "H", "H", "H", "H", "H", "H", "H", "H", "H", "H", "H", "H", "H", "H", "H", "H", "H", "H", "H"],
  "xyz": [[-5.943, -2.388, -1.843], [-4.663, -2.003, -1.408], [-4.564, -0.969, -0.520], [-5.637, -0.253, -0.010], [-5.382, 0.772, 0.888], [-4.099, 1.089, 1.275], [-3.002, 0.386, 0.757], [-1.721, 0.679, 1.211], [-0.594, -0.138, 0.821], [0.034, 0.342, -0.491], [0.459, 1.726, -0.330], [1.171, 2.204, -1.502], [2.549, 1.550, -1.601], [3.085, 1.288, -2.657], [3.107, 1.348, -0.391], [4.307, 0.559, -0.197], [5.177, 1.183, 0.892], [3.939, -0.872, 0.134], [4.392, -1.919, -0.657], [4.031, -3.224, -0.371], [3.205, -3.497, 0.706], [2.745, -2.459, 1.498], [3.112, -1.156, 1.215], [-0.685, 2.554, 0.012], [-1.301, 2.059, 1.326], [-3.263, -0.644, -0.143], [-5.784, -3.217, -2.532], [-6.452, -1.574, -2.370], [-6.567, -2.727, -1.010], [-6.654, -0.477, -0.289], [-6.212, 1.327, 1.301], [-3.951, 1.870, 2.003], [-0.891, -1.182, 0.751], [0.155, -0.051, 1.616], [0.905, -0.272, -0.733], [-0.697, 0.246, -1.311], [1.324, 3.284, -1.405], [0.629, 2.021, -2.443], [2.507, 1.511, 0.406], [4.837, 0.581, -1.155], [4.652, 1.190, 1.844], [6.092, 0.609, 1.007], [5.433, 2.205, 0.625], [5.026, -1.708, -1.505], [4.391, -4.029, -0.994], [2.918, -4.514, 0.926], [2.098, -2.664, 2.338], [2.750, -0.354, 1.843], [-0.346, 3.586, 0.132], [-1.458, 2.529, -0.778], [-2.142, 2.697, 1.591], [-0.549, 2.121, 2.120], [-2.477, -1.229, -0.590]],
  "lumo_energy_ev": 0.7421,
  "smiles": "COc1cccc(N2CCN(CC(=O)N[C@@H](C)c3ccccc3)CC2)c1",
  "orbital_gap_ha": 0.3115
}



Q) {
  "formula": "C21H27N3O2",
  "method": "the ωB97M-V functional and the def2-TZVPD basis",
  "symbols": ["C", "O", "C", "C", "N", "C", "C", "C", "N", "N", "C", "C", "C", "C", "C", "C", "C", "O", "C", "C", "C", "C", "C", "C", "C", "C", "H", "H", "H", "H", "H", "H", "H", "H", "H", "H", "H", "H", "H", "H", "H", "H", "H", "H", "H", "H", "H", "H", "H", "H", "H", "H", "H"],
  "xyz": [[3.073, -0.396, 3.756], [3.018, 0.717, 2.905], [2.580, 0.386, 1.605], [2.572, 1.668, 0.769], [1.752, 1.544, -0.420], [2.473, 0.964, -1.539], [2.660, -0.511, -1.380], [3.849, -1.226, -1.597], [3.697, -2.511, -1.343], [2.437, -2.646, -0.946], [1.750, -1.475, -0.959], [0.364, -1.386, -0.531], [-0.100, -2.213, 0.520], [-1.388, -2.134, 0.958], [-2.300, -1.227, 0.373], [-3.630, -1.119, 0.805], [-4.500, -0.224, 0.218], [-5.770, -0.204, 0.712], [-6.704, 0.685, 0.152], [-4.045, 0.599, -0.832], [-2.752, 0.508, -1.267], [-1.843, -0.398, -0.686], [-0.509, -0.502, -1.118], [0.961, 2.722, -0.753], [-0.148, 2.923, 0.281], [1.780, 4.007, -0.940], [3.422, -0.036, 4.722], [2.084, -0.857, 3.873], [3.769, -1.155, 3.376], [1.561, -0.028, 1.639], [3.246, -0.372, 1.171], [2.164, 2.443, 1.416], [3.611, 1.942, 0.527], [3.470, 1.420, -1.670], [1.906, 1.155, -2.457], [4.796, -0.848, -1.927], [2.076, -3.559, -0.720], [0.590, -2.896, 0.997], [-1.731, -2.763, 1.767], [-3.990, -1.743, 1.608], [-6.394, 1.728, 0.274], [-7.630, 0.521, 0.702], [-6.875, 0.477, -0.909], [-4.713, 1.305, -1.300], [-2.409, 1.143, -2.071], [-0.177, 0.121, -1.933], [0.473, 2.494, -1.708], [-0.649, 1.977, 0.468], [0.243, 3.302, 1.221], [-0.876, 3.638, -0.095], [2.553, 3.859, -1.691], [1.131, 4.815, -1.269], [2.254, 4.304, -0.008]],
  "lumo_energy_ev": 0.4145,
  "smiles": "COCCN(Cc1cn[nH]c1-c1ccc2cc(OC)ccc2c1)C(C)C",
  "orbital_gap_ha": 0.2989
}



Most stable: P)



P) {
  "formula": "C5H8ClNS",
  "method": "the ωB97M-V functional and the def2-TZVPD basis",
  "symbols": ["C", "C", "C", "C", "C", "N", "S", "Cl", "H", "H", "H", "H", "H", "H", "H", "H"],
  "xyz": [[1.572, -0.132, 0.053], [0.534, 0.633, 0.610], [-2.573, -0.176, -0.654], [1.827, -0.179, -1.401], [0.185, 0.530, 2.094], [-2.520, -0.536, -1.817], [-0.487, 1.709, -0.316], [-3.170, -0.489, 0.878], [1.903, -0.788, 0.869], [1.253, 0.591, -1.853], [2.772, 0.153, -1.639], [1.400, -1.072, -1.807], [-0.032, -0.552, 2.275], [0.999, 0.605, 2.824], [-0.707, 0.977, 2.180], [-2.954, -1.273, -2.295]],
  "lumo_energy_ev": [-0.3566, -1.2904],
  "orbital_gap_ha": [0.2903, 0.2403]
}



Q) {
  "formula": "C5H8ClNS",
  "method": "the ωB97M-V functional and the def2-TZVPD basis",
  "symbols": ["H", "N", "C", "C", "C", "C", "S", "C", "Cl", "H", "H", "H", "H", "H", "H", "H"],
  "xyz": [[0.978, 2.440, -1.166], [0.171, 1.870, -0.965], [0.480, 0.687, -0.692], [-0.611, -0.258, -0.255], [-1.780, 0.380, 0.578], [-0.060, -1.524, 0.472], [1.639, -1.721, -0.249], [1.927, 0.022, -0.450], [2.547, 0.744, 1.034], [-0.945, -0.805, -1.067], [-1.557, 1.308, 0.834], [-2.108, -0.162, 1.437], [-2.673, 0.545, -0.010], [-0.102, -1.293, 1.489], [-0.450, -2.546, 0.338], [2.543, 0.315, -1.329]],
  "lumo_energy_ev": 0.7059,
  "smiles": "[H]/N=C1/[C@H](C)CS[C@@H]1Cl",
  "orbital_gap_ha": 0.3620
}



Most stable: Q)